{"formula": "C56H61F12NO8", "method": "wB97M-V/def2-TZVPD", "symbols": ["N", "C", "C", "C", "C", "H", "H", "H", "H", "H", "C", "C", "C", "C", "C", "C", "H", "H", "H", "H", "H", "H", "C", "C", "C", "C", "C", "C", "H", "H", "H", "H", "H", "H", "C", "C", "C", "C", "C", "C", "H", "H", "H", "H", "H", "H", "C", "C", "C", "C", "C", "C", "H", "H", "H", "H", "H", "H", "C", "C", "C", "C", "C", "C", "H", "H", "H", "H", "H", "H", "C", "C", "C", "C", "C", "C", "H", "H", "H", "H", "H", "H", "C", "C", "O", "C", "O", "C", "F", "F", "F", "H", "H", "H", "H", "H", "C", "C", "O", "C", "O", "C", "F", "F", "F", "H", "H", "H", "H", "H", "C", "C", "O", "C", "O", "C", "F", "F", "F", "H", "H", "H", "H", "H", "C", "C", "O", "C", "O", "C", "F", "F", "F", "H", "H", "H", "H", "H"], "coordinates": [[-1.307, 6.077, 3.189], [-0.528, 6.269, 2.105], [0.092, 5.080, 1.740], [-0.274, 4.139, 2.712], [-1.234, 4.721, 3.481], [-1.867, 6.771, 3.664], [-0.472, 7.240, 1.636], [0.744, 4.844, 0.913], [0.029, 3.107, 2.613], [-1.818, 4.285, 4.278], [-0.692, 2.076, 5.594], [-0.259, 1.102, 4.631], [-1.020, -0.049, 4.351], [-2.137, -0.370, 5.098], [-2.507, 0.576, 6.043], [-1.935, 1.825, 6.191], [-0.014, 2.882, 5.834], [0.662, 1.231, 4.081], [-0.862, -0.741, 3.537], [-2.766, -1.243, 5.007], [-3.280, 0.179, 6.684], [-2.224, 2.495, 6.987], [-5.390, -1.513, 1.343], [-4.673, -2.365, 0.548], [-3.746, -1.914, -0.336], [-3.599, -0.552, -0.529], [-4.321, 0.344, 0.258], [-5.214, -0.160, 1.227], [-6.223, -1.839, 1.950], [-4.918, -3.415, 0.613], [-3.160, -2.640, -0.880], [-2.843, -0.181, -1.205], [-4.188, 1.409, 0.138], [-5.855, 0.510, 1.781], [1.180, -1.601, -3.991], [0.466, -1.165, -2.878], [-0.579, -1.932, -2.453], [-0.885, -3.147, -3.108], [-0.080, -3.622, -4.151], [0.978, -2.856, -4.582], [2.036, -1.036, -4.328], [0.615, -0.206, -2.404], [-1.111, -1.771, -1.527], [-1.673, -3.771, -2.711], [-0.303, -4.557, -4.644], [1.632, -2.992, -5.431], [1.261, -1.522, 0.976], [-0.025, -1.026, 1.087], [-0.234, 0.342, 0.910], [0.788, 1.238, 0.659], [2.081, 0.680, 0.517], [2.311, -0.692, 0.650], [1.382, -2.592, 1.060], [-0.954, -1.563, 1.212], [-1.261, 0.662, 1.001], [0.463, 2.247, 0.452], [2.890, 1.276, 0.120], [3.307, -1.079, 0.491], [1.993, 3.701, -1.887], [2.047, 3.561, -3.284], [3.200, 3.937, -4.014], [4.387, 4.128, -3.261], [4.355, 4.191, -1.925], [3.126, 4.055, -1.161], [1.031, 3.558, -1.418], [1.185, 3.218, -3.837], [3.162, 3.825, -5.087], [5.275, 4.328, -3.842], [5.206, 4.582, -1.386], [3.096, 4.120, -0.084], [-1.537, -3.961, 3.477], [-0.541, -4.191, 4.439], [0.659, -4.835, 4.142], [0.908, -5.091, 2.758], [-0.056, -4.800, 1.839], [-1.312, -4.304, 2.142], [-2.418, -3.401, 3.755], [-0.606, -3.947, 5.490], [1.393, -5.156, 4.867], [1.836, -5.472, 2.358], [0.284, -4.993, 0.832], [-2.129, -3.970, 1.519], [3.158, -4.474, -0.906], [3.999, -4.755, -2.197], [4.026, -6.114, -2.555], [2.937, -6.756, -2.983], [1.777, -6.324, -2.928], [3.239, -8.305, -3.369], [4.466, -8.778, -2.919], [2.290, -9.003, -2.777], [3.261, -8.514, -4.683], [2.095, -4.550, -1.134], [3.287, -3.435, -0.603], [3.367, -5.158, -0.084], [5.064, -4.535, -2.130], [3.641, -4.203, -3.065], [-1.760, 2.436, -4.976], [-2.503, 2.309, -3.639], [-2.582, 3.533, -2.978], [-2.301, 3.811, -1.667], [-2.075, 2.971, -0.814], [-2.210, 5.354, -1.333], [-2.929, 5.725, -0.242], [-0.951, 5.662, -1.077], [-2.608, 6.048, -2.434], [-0.699, 2.644, -4.842], [-2.236, 3.211, -5.576], [-1.878, 1.574, -5.633], [-1.855, 1.644, -3.068], [-3.437, 1.783, -3.836], [5.613, -2.673, -5.784], [5.092, -1.507, -4.978], [5.340, -1.622, -3.598], [6.614, -1.552, -3.000], [7.603, -1.472, -3.716], [6.694, -1.609, -1.454], [7.463, -0.646, -0.999], [5.457, -1.452, -0.969], [7.221, -2.829, -1.003], [5.117, -2.602, -6.751], [5.338, -3.607, -5.295], [6.695, -2.656, -5.916], [4.011, -1.645, -5.011], [5.335, -0.513, -5.352], [-4.023, 2.115, 3.210], [-4.252, 3.566, 3.113], [-4.710, 4.200, 4.303], [-5.949, 3.930, 4.809], [-6.776, 3.170, 4.317], [-6.273, 4.771, 6.067], [-6.720, 4.009, 7.052], [-5.207, 5.479, 6.488], [-7.255, 5.563, 5.589], [-3.093, 2.059, 3.776], [-3.640, 1.728, 2.266], [-4.828, 1.496, 3.608], [-5.024, 3.745, 2.365], [-3.460, 4.178, 2.681]], "forces_ev_per_angstrom": [[-0.1812, -1.5980, -0.0851], [1.0178, 0.5630, -1.5611], [0.1157, 1.2026, 0.4413], [-0.7069, -0.6436, -1.0140], [-0.0531, 0.2237, 1.9200], [0.1202, -0.3018, -0.2001], [0.0282, -0.0497, 0.0290], [0.0087, 0.5210, -0.0114], [-0.2832, -0.0403, 0.5653], [0.1242, 0.1926, 0.0773], [-0.0692, -2.3272, -1.7610], [-0.7539, 0.2551, 0.4806], [-0.2893, -0.1380, -0.3423], [0.3867, 1.6958, 0.6241], [-1.1756, -0.9578, 0.2603], [1.7672, 0.0255, 1.0235], [-0.3776, 0.3123, -0.0028], [0.1167, 0.1615, -0.0039], [0.9912, 0.2030, -0.1392], [0.3582, -0.2363, -0.2724], [-0.5046, 0.8547, 0.3376], [-0.4792, 0.0226, 0.0094], [-0.9907, 0.5581, 0.1715], [-0.6610, -1.4351, 0.5906], [0.5139, 0.0431, -0.6342], [0.4342, 0.6596, 0.5563], [-0.3185, -0.6749, 0.4025], [0.3304, 0.9718, -1.0924], [0.1969, -0.3988, 0.2600], [0.2739, -0.2506, 0.0024], [0.0647, 0.0737, -0.2836], [-0.0448, 0.0990, -0.2239], [0.0172, 0.0640, -0.0910], [0.1353, 0.1119, 0.1290], [0.6784, -0.2960, 0.5135], [-0.0616, 0.4465, -0.7409], [-0.8747, -2.2201, 0.0839], [0.9843, 0.2553, 0.1848], [-0.6990, -0.0996, 0.0723], [0.1190, 2.0897, 0.1979], [-0.0696, 0.3357, -0.1063], [0.4847, 0.0612, 0.0646], [-0.1067, 0.6128, -0.0407], [-0.1574, -0.0284, -0.0992], [-0.0469, -0.1571, 0.1290], [-0.1688, -0.9533, -0.1245], [-0.7767, -1.1010, -0.0493], [-0.0747, 1.3893, -0.4338], [-0.3963, -0.3708, 0.4873], [0.4317, -1.3552, -0.3550], [-0.4692, 0.4429, -0.6447], [-0.1590, 1.0010, 0.2400], [0.2946, -0.1189, 0.0831], [0.3567, -0.7929, 0.2377], [-0.1002, 0.4021, -0.1107], [0.6481, 0.2997, 0.0631], [0.1462, 0.2993, 0.2827], [0.0410, -0.0534, 0.0161], [0.2942, 0.0144, -0.1938], [1.0323, 1.0199, -0.5728], [-0.7039, -1.8516, 1.9207], [-0.9992, 0.4532, -3.0663], [-1.4899, 0.8892, 3.4644], [0.9100, -0.6009, -2.1500], [-0.0067, -0.1644, 0.2821], [-0.2191, 0.1599, 0.0726], [0.3218, 0.2539, -0.0771], [0.3333, 0.0352, 0.2733], [0.3618, -0.4569, 0.0708], [0.1454, 0.2300, 0.0150], [1.0301, 0.1233, 0.2983], [0.6668, -0.7652, 0.5273], [-0.1457, -0.2076, -2.4966], [-0.1671, 0.2636, 2.0421], [-0.0362, -0.3024, -1.6777], [-0.3003, 1.0088, 1.8197], [-0.2231, -0.1819, 0.0466], [-0.7689, 0.3294, 0.0500], [-0.0919, 0.3569, 0.2758], [0.1981, -0.1632, 0.4041], [-0.5610, 0.0485, -0.4715], [0.3613, -0.4781, -0.8958], [0.0751, 0.1785, -1.1228], [-0.5816, 1.0438, 0.7632], [-0.3533, -2.5119, -1.0501], [-1.9637, 0.7402, 1.1637], [3.1576, -1.3066, -0.7569], [1.5631, 0.9064, 0.7918], [-1.5965, 0.9397, -0.2127], [-0.0709, -0.3903, -0.2943], [-0.5281, 0.1857, 0.1321], [0.0373, -0.1882, -0.1598], [0.3530, -0.0543, 0.1174], [0.3416, 0.0686, -0.0985], [-0.1213, 0.2316, 0.5191], [-0.3717, 0.2575, 0.1835], [-0.6617, 0.8451, -0.3352], [1.9555, -2.4121, -0.5354], [-0.3587, 2.9591, 1.3701], [0.0819, -2.6175, 0.2166], [-0.3500, 1.5194, -1.2894], [-0.6731, -0.0429, -0.8532], [0.2643, -0.6233, -1.3309], [0.2571, -0.0294, -0.1775], [0.0683, -0.1345, 1.2397], [-0.1369, 0.0891, -0.0446], [0.2485, 0.4368, 0.0930], [0.0702, -0.4552, 0.5506], [-0.3579, -0.2493, 0.5015], [-0.4209, 0.6173, 0.5615], [0.5384, 0.3014, -0.1820], [-0.3694, -0.6346, -0.5392], [1.7415, 0.1086, 4.1384], [0.3528, -0.2406, -4.9344], [-1.4956, 0.0077, 2.1736], [-0.5628, -1.3759, 0.1019], [0.1900, 0.0264, 0.0116], [0.4174, -0.3267, 0.3440], [-1.0241, 1.9380, -0.9288], [0.1452, -0.2639, -0.1283], [-0.0908, -0.0135, -0.0658], [-0.0866, 0.0149, -0.0575], [-0.0941, 0.5027, 0.0616], [0.3108, -0.0906, 0.0069], [2.2653, -0.3513, 0.3678], [-2.3907, 0.8920, -2.2470], [-1.0158, 0.2858, 1.9138], [0.3790, -1.9644, -2.1841], [1.7740, 1.6355, 1.1847], [0.6279, -0.4097, -1.5606], [-0.0845, 0.3334, 0.1268], [-1.0427, -0.0814, -0.0017], [0.2053, 0.5280, 1.1312], [-0.1889, -0.7031, 0.7728], [-0.5772, 0.1115, -0.2225], [0.1600, 0.3105, -0.0037], [-0.5629, -0.0226, -0.0605], [0.4731, -0.3866, 0.7643]], "smiles": "CCOC(=O)C(F)(F)F.CCOC(=O)C(F)(F)F.CCOC(=O)C(F)(F)F.CCOC(=O)C(F)(F)F.c1cc[nH]c1.c1ccccc1.c1ccccc1.c1ccccc1.c1ccccc1.c1ccccc1.c1ccccc1", "e_above_lowest_kj_mol": 0.00, "charge": 0, "orbital_gap_ev": 8.46}